Molecular formula: C24H34FN2O3
Method: DFT, ωB97M-V/def2-TZVPD

Last columns: bonded neighbours and bond lengths (Å).
Positions of all 64 atoms, in Å:
1 N -1.252 1.456 3.375  C2 1.422, H21 1.015, H22 1.013
2 C -0.939 0.131 3.784  N1 1.422, O3 1.193, C4 1.512
3 O -1.607 -0.444 4.588  C2 1.193
4 C 0.287 -0.515 3.178  C2 1.512, C5 1.545, H23 1.083, H24 1.091
5 C 1.574 0.195 3.653  C4 1.545, C6 1.512, H25 1.085, H26 1.085
6 C 2.264 0.969 2.553  C5 1.512, C7 1.400, C11 1.397
7 C 2.921 0.268 1.534  C6 1.400, C8 1.393, H27 1.080
8 C 3.547 0.952 0.495  C7 1.393, C9 1.394, H28 1.079
9 C 3.491 2.345 0.477  C8 1.394, C10 1.390, C19 1.487
10 C 2.855 3.051 1.491  C9 1.390, C11 1.393, C12 1.488
11 C 2.246 2.365 2.540  C6 1.397, C10 1.393, H29 1.079
12 C 2.846 4.537 1.416  C10 1.488, O13 1.201, C14 1.479
13 O 2.889 5.222 2.402  C12 1.201
14 C 2.821 5.081 0.041  C12 1.479, C15 1.338, H30 1.079
15 C 3.425 4.407 -0.944  C14 1.338, C16 1.505, C19 1.486
16 C 3.399 4.895 -2.366  C15 1.505, C17 1.538, H31 1.083, H32 1.083
17 C 2.132 4.392 -3.078  C16 1.538, F18 1.381, H33 1.087, H34 1.090
18 F 1.295 5.454 -3.355  C17 1.381
19 C 4.113 3.129 -0.623  C9 1.487, C15 1.486, O20 1.201
20 O 5.095 2.762 -1.210  C19 1.201
21 H -0.891 2.113 4.060  N1 1.015
22 H -0.820 1.661 2.481  N1 1.013
23 H 0.304 -1.547 3.508  C4 1.083
24 H 0.204 -0.497 2.091  C4 1.091
25 H 2.267 -0.559 4.013  C5 1.085
26 H 1.373 0.867 4.482  C5 1.085
27 H 2.953 -0.812 1.546  C7 1.080
28 H 4.087 0.453 -0.295  C8 1.079
29 H 1.767 2.916 3.335  C11 1.079
30 H 2.331 6.022 -0.157  C14 1.079
31 H 4.286 4.595 -2.911  C16 1.083
32 H 3.314 5.974 -2.323  C16 1.083
33 H 2.362 3.856 -3.995  C17 1.087
34 H 1.577 3.718 -2.425  C17 1.090
35 C -3.854 -0.301 0.017  C36 1.528, H45 1.093, H46 1.089, H47 1.090
36 C -2.468 -0.736 0.487  C35 1.528, C37 1.531, H48 1.093, H49 1.090
37 C -1.433 -0.815 -0.639  C36 1.531, C38 1.522, H50 1.093, H51 1.093
38 C -1.653 -1.843 -1.740  C37 1.522, N39 1.516, H52 1.089, H53 1.089
39 N -1.649 -3.298 -1.318  C38 1.516, C40 1.515, C43 1.535, C44 1.491
40 C -3.020 -3.732 -0.840  N39 1.515, C41 1.513, H54 1.089, H55 1.085
41 C -3.767 -4.099 -2.105  C40 1.513, C42 1.528, H56 1.091, H57 1.087
42 C -2.712 -4.850 -2.916  C41 1.528, C43 1.533, H58 1.087, H59 1.089
43 C -1.383 -4.184 -2.544  N39 1.535, C42 1.533, H60 1.085, H61 1.086
44 C -0.609 -3.566 -0.283  N39 1.491, H62 1.086, H63 1.087, H64 1.086
45 H -4.240 -0.929 -0.791  C35 1.093
46 H -4.566 -0.351 0.839  C35 1.089
47 H -3.835 0.728 -0.344  C35 1.090
48 H -2.536 -1.685 1.026  C36 1.093
49 H -2.114 -0.012 1.221  C36 1.090
50 H -0.433 -0.943 -0.216  C37 1.093
51 H -1.403 0.155 -1.141  C37 1.093
52 H -0.844 -1.741 -2.461  C38 1.089
53 H -2.589 -1.670 -2.268  C38 1.089
54 H -2.876 -4.602 -0.200  C40 1.089
55 H -3.480 -2.933 -0.270  C40 1.085
56 H -4.104 -3.206 -2.631  C41 1.091
57 H -4.645 -4.705 -1.896  C41 1.087
58 H -2.901 -4.804 -3.986  C42 1.087
59 H -2.691 -5.902 -2.637  C42 1.089
60 H -0.982 -3.562 -3.338  C43 1.085
61 H -0.633 -4.917 -2.265  C43 1.086
62 H -0.853 -3.029 0.629  C44 1.086
63 H 0.357 -3.248 -0.668  C44 1.087
64 H -0.600 -4.633 -0.080  C44 1.086

Computed properties:
* DFT total energy: -1369.76904 Ha
* LUMO level: -2.85 eV
* relative energy (zero: lowest compared OMol25 entry of this formula, charge and spin): 0.0 kJ/mol
* total charge: +1
* frontier orbital gap: 8.86 eV

***

Molecular formula: C9H14
Method: DFT, ωB97M-V/def2-TZVPD

Last columns: bonded neighbours and bond lengths (Å).
Positions of all 23 atoms, in Å:
1 C 3.427 0.280 2.175  C2 1.484, H8 1.088, H9 1.105, H10 1.087
2 C 2.124 0.633 1.558  C1 1.484, C3 1.412, C7 1.403
3 C 0.995 1.165 2.218  C2 1.412, C4 1.387, H11 1.085
4 C -0.097 1.665 1.524  C3 1.387, C5 1.392, H12 1.084
5 C -0.148 1.639 0.133  C4 1.392, C6 1.371, H13 1.083
6 C 0.897 1.043 -0.524  C5 1.371, C7 1.382, H14 1.083
7 C 1.983 0.537 0.166  C2 1.403, C6 1.382, H15 1.089
8 H 4.290 0.591 1.591  C1 1.088
9 H 3.595 -0.802 2.318  C1 1.105
10 H 3.563 0.667 3.182  C1 1.087
11 H 0.896 1.273 3.294  C3 1.085
12 H -0.901 2.109 2.098  C4 1.084
13 H -1.038 2.049 -0.328  C5 1.083
14 H 0.700 0.951 -1.584  C6 1.083
15 H 2.713 -0.076 -0.358  C7 1.089
16 C -2.842 -1.018 -2.468  C17 1.508, H18 1.093, H19 1.091, H20 1.083
17 C -2.910 -2.426 -1.933  C16 1.508, H21 1.091, H22 1.093, H23 1.094
18 H -3.082 -0.321 -1.662  C16 1.093
19 H -1.833 -0.723 -2.762  C16 1.091
20 H -3.435 -0.818 -3.352  C16 1.083
21 H -2.151 -2.615 -1.172  C17 1.091
22 H -2.906 -3.179 -2.725  C17 1.093
23 H -3.838 -2.625 -1.389  C17 1.094

Computed properties:
* DFT total energy: -351.31100 Ha
* LUMO level: 0.99 eV
* relative energy (zero: lowest compared OMol25 entry of this formula, charge and spin): 50.4 kJ/mol
* frontier orbital gap: 9.98 eV

***

no.,highest occupied orbital energy (eV)
1,-11.711
2,-8.993